Run one
{"formula": "CH7NS2", "method": "ωB97M-V/def2-TZVPD", "symbols": ["S", "S", "N", "C", "H", "H", "H", "H", "H", "H", "H"], "coordinates": [[-1.785, 0.081, -0.667], [-0.760, 0.844, 0.946], [6.498, -3.035, 0.543], [-2.630, 1.548, -1.342], [-2.969, 1.244, -2.319], [-1.897, 2.335, -1.449], [6.906, -3.947, 0.406], [0.368, 1.206, 0.312], [5.683, -3.007, -0.053], [-3.432, 1.867, -0.691], [6.251, -2.837, 1.496]], "smiles": "CSS.N", "gap_ev": 9.8}

Run two
{"formula": "CH7NS2", "method": "ωB97M-V/def2-TZVPD", "symbols": ["S", "S", "N", "C", "H", "H", "H", "H", "H", "H", "H"], "coordinates": [[2.304, 0.140, -1.544], [2.779, -0.557, 0.344], [-1.223, -0.750, -0.123], [-0.993, 0.495, 0.551], [-0.050, 0.555, 1.101], [-1.277, -0.638, -1.121], [-1.754, 0.784, 1.276], [-2.023, -1.254, 0.221], [1.585, 1.189, -1.117], [1.712, -1.346, 0.499], [-1.058, 1.382, -0.087]], "smiles": "CN.SS", "gap_ev": 9.8}

If you had to name the least stable structure above, which would it be? It would be run two.